No. 1
{
  "formula": "C51H117N13O10",
  "method": "ωB97M-V/def2-TZVPD",
  "homo_ev": -8.06,
  "smiles": "CC1(C)CCCC(C)(C)N1O.CC1(C)CCCC(C)(C)N1O.CC1(C)CCCC(C)(C)N1O.CC1(C)CCCC(C)(C)N1O.CC1(C)CCCC(C)(C)N1O.NC(N)=O.NC(N)=O.NC(N)=O.NC(N)=O.CCO",
  "lumo_energy_ev": 0.3,
  "homo_lumo_gap_ev": 8.39,
  "total_energy_ev": -94627.03300,
  "symbols": ["C", "C", "C", "C", "C", "C", "C", "C", "C", "N", "O", "H", "H", "H", "H", "H", "H", "H", "H", "H", "H", "H", "H", "H", "H", "H", "H", "H", "H", "H", "C", "C", "C", "C", "C", "C", "C", "C", "C", "N", "O", "H", "H", "H", "H", "H", "H", "H", "H", "H", "H", "H", "H", "H", "H", "H", "H", "H", "H", "H", "C", "C", "C", "C", "C", "C", "C", "C", "C", "N", "O", "H", "H", "H", "H", "H", "H", "H", "H", "H", "H", "H", "H", "H", "H", "H", "H", "H", "H", "H", "C", "C", "C", "C", "C", "C", "C", "C", "C", "N", "O", "H", "H", "H", "H", "H", "H", "H", "H", "H", "H", "H", "H", "H", "H", "H", "H", "H", "H", "H", "C", "C", "C", "C", "C", "C", "C", "C", "C", "N", "O", "H", "H", "H", "H", "H", "H", "H", "H", "H", "H", "H", "H", "H", "H", "H", "H", "H", "H", "H", "N", "C", "N", "O", "H", "H", "H", "H", "N", "C", "N", "O", "H", "H", "H", "H", "N", "C", "N", "O", "H", "H", "H", "H", "N", "C", "N", "O", "H", "H", "H", "H", "C", "C", "O", "H", "H", "H", "H", "H", "H"],
  "xyz": [[2.68079, -7.39386, -0.87714], [1.53075, -6.53228, -0.51078], [1.03669, -7.16311, 0.82786], [1.94218, -5.08143, -0.28684], [0.81363, -4.04832, -0.20346], [-0.14663, -4.21747, -1.40110], [-0.61621, -5.67170, -1.62493], [-1.61820, -6.06680, -0.51610], [-1.29683, -5.69564, -3.01388], [0.57484, -6.56899, -1.70176], [0.08915, -7.90438, -1.92591], [2.35205, -8.44309, -0.90536], [3.07667, -7.23317, -1.84117], [3.61137, -7.25892, -0.27145], [0.63681, -8.17960, 0.78883], [1.88327, -7.34561, 1.47337], [0.30751, -6.53500, 1.28964], [2.65507, -5.11168, 0.48763], [2.56988, -4.81950, -1.18873], [0.12696, -4.22708, 0.63147], [1.14210, -3.04317, -0.16535], [0.48458, -4.11118, -2.29600], [-0.97177, -3.51104, -1.50686], [-1.52966, -7.10681, -0.30107], [-2.67476, -5.88328, -0.75044], [-1.44214, -5.57748, 0.43983], [-2.32003, -5.37006, -2.88531], [-1.13807, -6.63335, -3.54731], [-0.85106, -4.94813, -3.66694], [0.00655, -8.30320, -0.99981], [5.71956, 4.36938, -3.68893], [5.23727, 3.07243, -3.12133], [6.37884, 2.05408, -3.13823], [4.77359, 3.23281, -1.60251], [3.50983, 4.03379, -1.58784], [2.39627, 3.21214, -2.36987], [2.77429, 2.99525, -3.87337], [1.91109, 1.85325, -4.41214], [2.43728, 4.23194, -4.69872], [4.20042, 2.49594, -3.88342], [4.62469, 2.18357, -5.21600], [4.83364, 5.00465, -3.94725], [6.39829, 4.94958, -3.05022], [6.28543, 4.16464, -4.60046], [6.83950, 1.86449, -4.07659], [7.16161, 2.40905, -2.46202], [6.02326, 1.08844, -2.83904], [4.60399, 2.27449, -1.19839], [5.58951, 3.75639, -1.08971], [3.08850, 4.19704, -0.60643], [3.61951, 4.88929, -2.22331], [1.37296, 3.62831, -2.31607], [2.44691, 2.24643, -1.89548], [1.86051, 1.92963, -5.51128], [0.95140, 2.03532, -3.94753], [2.31003, 0.82508, -4.00369], [3.05640, 4.22703, -5.61379], [2.56914, 5.18056, -4.22780], [1.37836, 4.18019, -4.93389], [4.72544, 3.03733, -5.71896], [-0.33661, 4.37546, 2.64551], [-0.99309, 5.35321, 1.69757], [-2.44108, 4.93358, 1.53286], [-0.93880, 6.80737, 2.23816], [-1.37610, 7.82484, 1.18353], [-0.58623, 7.79293, -0.08820], [-0.58253, 6.34444, -0.66125], [-1.86245, 5.89315, -1.30378], [0.44904, 6.33742, -1.70760], [-0.22232, 5.41282, 0.44618], [0.16883, 4.11129, 0.03110], [-0.74360, 4.63739, 3.64890], [0.74155, 4.58747, 2.58967], [-0.55638, 3.32558, 2.50103], [-2.94963, 4.77070, 2.51985], [-2.63367, 3.98765, 1.09845], [-3.01413, 5.57863, 0.95570], [-1.50767, 6.76377, 3.19372], [0.06045, 7.08636, 2.62486], [-1.36404, 8.79026, 1.74107], [-2.48299, 7.68030, 0.94444], [0.46551, 8.15450, 0.13596], [-0.96321, 8.52450, -0.84768], [-1.78540, 5.95558, -2.39229], [-1.98162, 4.82470, -1.11278], [-2.76783, 6.41260, -0.96787], [0.33920, 7.19489, -2.34492], [1.50858, 6.37425, -1.38596], [0.44877, 5.43241, -2.34662], [-0.65206, 3.71737, -0.31941], [0.75342, -4.03135, 4.94827], [0.06892, -2.76867, 4.33935], [1.08941, -2.19178, 3.39267], [-1.24091, -3.22133, 3.74265], [-2.03708, -2.01896, 3.23129], [-2.40324, -1.11569, 4.44730], [-1.06489, -0.53487, 5.05179], [-0.41049, 0.48094, 4.10070], [-1.38745, 0.06524, 6.40560], [-0.30647, -1.78879, 5.40398], [0.86325, -1.36411, 6.12056], [0.21890, -4.53652, 5.70964], [1.00764, -4.71134, 4.14991], [1.67019, -3.61439, 5.40355], [1.39761, -2.94138, 2.59730], [0.96594, -1.25560, 2.88463], [2.07063, -2.09525, 3.87771], [-0.90536, -3.91953, 3.00847], [-1.87186, -3.79418, 4.43353], [-1.58961, -1.57595, 2.36080], [-3.04946, -2.23786, 2.88432], [-3.02612, -1.67810, 5.14092], [-3.15693, -0.33092, 4.13590], [-0.52209, 0.27661, 2.99634], [0.60912, 0.61313, 4.40548], [-0.83729, 1.48076, 4.29265], [-0.47894, 0.44789, 6.92221], [-1.92263, -0.70145, 6.99305], [-2.16270, 0.90702, 6.18875], [1.41150, -0.83961, 5.56223], [-3.49981, -0.68963, -3.16508], [-4.64467, -1.51530, -2.55126], [-5.44507, -2.28080, -3.68666], [-4.02550, -2.41069, -1.50672], [-5.00713, -3.00765, -0.46850], [-5.84614, -1.95637, 0.17558], [-6.51744, -1.12208, -0.91931], [-7.67128, -1.93408, -1.64288], [-7.17744, 0.05717, -0.21330], [-5.47079, -0.60460, -1.76985], [-6.08182, 0.32944, -2.74459], [-3.96585, -0.14985, -4.02955], [-2.90395, -0.08657, -2.50340], [-2.78370, -1.43682, -3.56245], [-4.75680, -2.68550, -4.37228], [-6.10739, -3.07402, -3.35442], [-6.12519, -1.54952, -4.18760], [-3.43015, -3.13861, -2.08621], [-3.37230, -1.71619, -0.95679], [-5.73498, -3.70748, -0.86589], [-4.45160, -3.57544, 0.27538], [-5.25878, -1.29695, 0.82409], [-6.60452, -2.35588, 0.84016], [-7.29833, -2.85180, -2.12608], [-8.01504, -1.38346, -2.50682], [-8.44184, -2.08944, -0.95459], [-7.96738, -0.39891, 0.46032], [-7.74090, 0.76270, -0.83259], [-6.49201, 0.71825, 0.30006], [-5.79737, 1.21984, -2.58593], [1.17083, 1.00820, 0.11433], [1.32692, -0.22778, -0.44492], [0.50365, -0.40486, -1.50733], [2.06082, -1.12995, -0.00109], [0.58565, 1.70218, -0.32687], [1.46952, 1.26091, 1.01060], [-0.05990, 0.40633, -1.77506], [0.50866, -1.18530, -2.14034], [4.38031, -0.18559, 1.00135], [4.03584, 0.98665, 1.66671], [5.02391, 1.95843, 1.52749], [3.01624, 1.10530, 2.35275], [5.05342, -0.02934, 0.19439], [3.48082, -0.75495, 0.81216], [5.85678, 1.64455, 1.09113], [5.22733, 2.57407, 2.29897], [-3.99870, 2.07963, 0.38561], [-2.68230, 1.66727, 0.10649], [-2.17358, 0.55330, 0.61025], [-2.03326, 2.44571, -0.64508], [-4.53274, 1.26721, 0.60236], [-4.32209, 2.88603, -0.19525], [-2.67852, -0.19926, 1.13800], [-1.17588, 0.50645, 0.47184], [3.00144, -1.97473, -4.99494], [2.59673, -2.07185, -3.69804], [3.53094, -1.68714, -2.74413], [1.48528, -2.37860, -3.30933], [2.29830, -2.16387, -5.67974], [3.96986, -1.76120, -5.23452], [4.47988, -1.96661, -2.87769], [3.26881, -1.98699, -1.79523], [4.42873, -0.85353, 6.44723], [4.16185, -0.67963, 4.99346], [2.95484, -0.05067, 4.82102], [4.20323, 0.13390, 6.88677], [5.38716, -1.38636, 6.58161], [3.66083, -1.45732, 6.86676], [4.15748, -1.68386, 4.49967], [4.91866, -0.06821, 4.51764], [2.90089, 0.40512, 4.00970]],
  "forces_ev_per_angstrom": [[1.70, -1.11, 0.08], [-1.34, -0.39, -0.06], [-0.28, 0.02, -0.53], [-0.03, 0.36, -2.52], [-2.00, -1.54, -0.07], [2.15, -1.18, -1.38], [-0.78, 0.43, 0.35], [-0.19, 0.19, 0.06], [0.70, 0.24, 0.11], [-0.04, 0.33, 0.95], [0.46, -0.33, 1.95], [0.40, 0.19, 0.35], [0.01, 0.58, -1.55], [-1.07, -0.23, 0.28], [-0.33, 0.00, -0.55], [0.40, 0.54, 0.27], [-0.39, 0.33, 0.64], [0.59, 0.40, 1.47], [-0.60, -0.09, 0.58], [0.59, 0.08, 0.67], [0.59, 0.80, 0.20], [-0.22, 0.61, 0.19], [-0.01, -0.04, 0.43], [-0.18, -0.95, 0.09], [0.31, 0.07, -0.27], [0.18, 0.28, -0.02], [-0.48, -0.44, -0.22], [-0.62, -0.14, 0.35], [0.30, 0.19, 0.04], [-0.09, 0.59, -1.72], [-0.27, 1.54, -0.67], [1.21, -0.47, 1.73], [0.37, 0.49, 1.04], [0.65, 1.24, -2.26], [-2.20, -1.20, -1.30], [1.43, 0.23, -0.34], [0.78, -0.51, 1.30], [1.05, -1.33, 0.78], [0.54, -0.43, -0.64], [-2.44, -0.72, -1.10], [-0.16, 1.13, -0.12], [0.93, -0.25, 0.16], [-0.26, -0.23, 0.07], [-0.09, 0.16, -0.13], [0.23, 0.34, -1.08], [0.04, -0.19, 0.10], [-0.33, -0.53, 0.59], [-0.05, -1.23, 0.63], [-0.11, -0.27, 0.07], [0.20, 0.59, 0.31], [0.23, 1.22, 0.49], [0.65, -0.12, 0.19], [-0.54, -0.65, 0.12], [-0.09, -0.54, 0.48], [-0.65, -0.22, -0.33], [-0.73, 1.95, -1.08], [-0.60, 0.11, 0.07], [0.39, 0.64, 0.63], [-0.08, -0.01, -0.40], [-0.12, -0.90, 0.67], [0.42, 1.14, 1.08], [-0.03, 0.44, -0.87], [-0.59, -0.82, 2.09], [0.27, -0.95, 0.72], [-2.40, 0.81, 1.61], [0.87, 0.33, 0.10], [0.18, 0.03, 1.48], [-1.12, -0.21, -0.76], [2.68, -1.24, -1.41], [1.57, 0.46, 0.66], [-0.80, 0.62, -0.68], [0.52, -0.24, -0.37], [-0.23, -0.44, 0.36], [0.02, -0.13, -0.44], [0.50, 0.66, -0.49], [0.67, -1.06, -0.68], [-1.07, 1.53, -0.74], [-0.36, 0.59, -0.80], [-0.02, -0.43, -0.62], [0.15, -0.23, -0.85], [1.25, 0.06, 0.28], [-0.91, -0.79, -0.33], [0.01, -0.75, 0.52], [-0.25, 0.33, 0.03], [-0.26, 0.09, -0.03], [0.20, -0.08, -0.09], [-0.34, 0.41, -0.49], [-0.58, 0.11, 0.53], [-0.41, 0.44, 0.25], [0.09, -0.46, 0.04], [1.05, 2.15, -0.02], [-0.27, 0.12, 1.54], [2.05, -1.55, -1.66], [-0.46, 0.62, -0.49], [-1.86, -0.47, 0.95], [0.74, 1.37, -1.39], [-1.59, -1.78, -0.11], [-0.79, 0.40, -0.26], [-1.35, 1.66, -0.23], [0.98, 0.44, 0.18], [-1.19, -1.46, 1.08], [-0.89, -0.35, 0.68], [0.12, -0.23, -0.27], [-0.18, -0.66, -0.11], [-0.83, 0.63, 0.55], [-0.70, 0.39, -0.14], [-0.46, 0.13, 0.37], [-0.32, -0.49, -1.17], [0.39, 0.25, 0.25], [0.74, 0.70, -0.04], [0.01, -0.96, -0.37], [0.61, -0.41, 0.38], [1.19, -0.20, 0.07], [0.30, 0.05, 1.28], [0.79, -0.08, -0.30], [-0.20, -0.40, -0.15], [-0.89, -0.21, -0.27], [0.53, 0.39, -0.01], [1.41, -1.08, 0.65], [1.02, 0.83, -1.20], [-0.77, -1.32, -2.06], [-0.72, -0.03, -0.01], [-0.69, 1.70, 0.99], [-0.08, -0.43, 0.34], [0.56, -0.78, -0.29], [0.11, 0.82, -0.09], [-1.43, 0.12, 0.01], [2.51, 0.36, -1.14], [-1.86, -0.17, 0.34], [-0.03, 2.16, -1.11], [-0.54, -1.76, 0.09], [0.91, -0.03, 0.77], [-0.34, 0.56, 0.54], [-0.28, 0.37, -0.16], [0.85, -0.45, -1.02], [0.45, -0.15, 0.23], [0.77, -0.48, 0.17], [-0.10, -0.05, 0.74], [0.27, -0.51, 0.02], [0.23, -0.38, -0.62], [0.18, -0.03, 0.09], [0.19, 0.16, -0.16], [-0.24, -0.32, -0.04], [-0.43, 0.13, 1.00], [-0.34, 0.57, 0.03], [-1.27, -0.50, 0.91], [1.09, 0.78, -0.24], [0.07, -0.49, -0.47], [0.32, -0.31, 0.57], [0.69, 0.46, 0.72], [-0.66, -0.08, -1.11], [-0.48, -0.41, 0.14], [-0.79, 1.22, -0.13], [-0.40, 0.62, -0.29], [0.08, -0.06, -0.14], [1.01, -0.06, 1.45], [0.32, -0.67, 0.00], [0.59, -0.43, 0.01], [-0.96, 0.56, -0.85], [1.34, -0.77, -0.10], [-0.91, 0.21, 0.59], [0.70, 0.26, -0.41], [-1.46, -0.59, 1.41], [1.59, 0.84, -0.22], [0.61, -0.25, -0.33], [-0.54, 0.08, 0.05], [1.90, -0.45, -0.27], [-1.39, 3.57, -1.97], [-0.41, -1.52, 0.98], [0.22, -1.42, 0.94], [-1.35, 0.14, -0.02], [0.26, -1.63, 0.75], [0.78, 1.46, -0.77], [0.09, -0.55, 0.12], [0.28, -0.14, 0.58], [0.91, 0.48, 0.88], [0.10, -0.51, 0.90], [-0.77, -0.10, -0.95], [0.11, -0.06, -0.37], [-0.87, -0.03, 0.02], [0.62, 0.10, -0.58], [-0.37, 0.41, -0.62], [-0.06, 0.44, 0.01], [0.82, -1.27, -0.99], [-1.64, -0.10, 2.02], [1.16, -0.31, 0.32], [-0.24, 0.88, 0.42], [-0.71, -0.88, 0.32], [0.12, 0.51, 0.06], [0.61, 0.00, -0.14], [0.03, 0.86, -1.91]]
}


No. 2
{
  "formula": "C5H14NO",
  "method": "ωB97M-V/def2-TZVPD",
  "homo_ev": -14.32,
  "lumo_energy_ev": -3.8,
  "de_lowest_kj_mol": 259.4,
  "total_charge": 1,
  "homo_lumo_gap_ev": 10.54,
  "total_energy_ev": -8941.31924,
  "symbols": ["C", "C", "C", "C", "C", "N", "H", "H", "H", "H", "H", "H", "H", "H", "H", "H", "H", "H", "H", "H", "O"],
  "xyz": [[-0.19001, -2.61238, 0.26787], [1.14788, -1.81661, 0.11795], [1.11305, -0.46127, -0.63890], [0.17939, 0.56857, -0.03126], [-1.08471, 0.59280, -0.43372], [0.87894, 0.93453, 1.31153], [-0.25490, -3.36070, -0.54707], [-1.05196, -1.94832, 0.17450], [-0.24502, -3.14463, 1.22215], [1.88076, -2.50284, -0.34998], [1.60038, -1.71608, 1.15062], [2.14417, -0.16217, -0.81571], [0.76251, -0.69010, -1.65169], [-1.44143, -0.16612, -1.12210], [-1.79683, 1.42222, -0.41949], [1.50049, 0.14476, 1.51034], [0.20702, 1.02441, 2.07161], [1.46972, 1.74743, 1.13741], [-1.79347, 4.60624, -1.15738], [-2.94675, 3.72346, -1.10717], [-2.07921, 3.81680, -0.68951]],
  "forces_ev_per_angstrom": [[0.51, 0.23, -0.80], [0.46, -0.91, 1.27], [-0.64, -1.57, -0.63], [1.50, -3.03, 0.35], [-0.59, 1.82, -0.18], [-1.12, 0.76, -1.78], [-0.08, 0.41, 0.47], [-0.02, -0.16, 0.20], [0.03, 0.15, -0.21], [-0.28, 0.61, -0.04], [-0.39, 0.20, -0.73], [0.10, 0.62, 0.35], [-0.10, 0.22, 0.16], [0.77, 0.16, -0.50], [0.09, -0.24, 1.38], [-0.18, -0.08, 0.01], [0.12, 0.51, 0.08], [-0.15, 0.33, 0.60], [0.56, 0.23, 0.16], [-0.11, -0.35, 0.34], [-0.47, 0.07, -0.50]]
}